No. 1
ORCA calculation (ωB97M-V with the def2-TZVPD basis set) on 11 unconnected molecules or ions with the total composition C60H58N8O25.

LUMO level (eV): -1.2
E (a.u.): -4639.4246
ΔE to the lowest compared entry with this formula, charge and spin (kJ/mol): 174.63
SMILES: O=[N+]([O-])c1ccccc1.O=[N+]([O-])c1ccccc1.O=[N+]([O-])c1ccccc1.O=[N+]([O-])c1ccccc1.O=[N+]([O-])c1ccccc1.O=[N+]([O-])c1ccccc1.O=[N+]([O-])c1ccccc1.O=[N+]([O-])c1ccccc1.C[C@H]1COC(=O)O1.C[C@H]1COC(=O)O1.C[C@H]1COC(=O)O1
HOMO-LUMO gap (hartree): 0.3169

```
! wB97M-V def2-TZVPD RIJCOSX def2/J DEFGRID3
* xyz 0 1
C 22.852 7.102 13.994
H 22.288 12.037 19.880
C 16.396 5.604 17.632
C 27.821 13.801 12.797
H 22.319 9.791 20.854
C 23.951 14.574 16.724
N 18.161 5.866 14.292
O 26.629 10.314 17.452
C 17.463 10.722 10.736
H 28.197 9.036 17.706
C 17.921 5.858 15.744
C 25.594 9.687 18.075
H 16.744 12.669 7.100
H 28.866 11.489 17.026
H 26.670 13.653 11.012
O 17.231 5.934 13.517
O 24.448 9.671 17.713
C 18.993 11.451 20.025
O 17.369 11.826 11.446
O 27.716 7.904 14.553
O 11.013 13.248 15.745
N 22.054 11.335 14.513
C 15.702 12.123 14.667
O 21.653 10.997 8.243
C 23.916 15.025 15.392
H 21.171 8.693 11.720
H 22.660 9.649 11.844
H 25.333 11.342 14.389
H 9.963 9.955 19.328
H 16.087 13.301 10.677
O 16.672 10.116 20.661
C 20.174 12.074 19.640
H 17.836 13.729 10.922
H 22.891 8.235 15.733
H 17.906 8.525 16.554
O 23.688 16.094 12.896
C 21.902 9.272 11.156
C 13.371 9.348 19.400
H 23.070 14.716 14.796
C 18.682 9.131 16.109
H 15.708 5.795 15.619
H 20.537 10.872 11.080
H 16.376 11.843 16.733
C 17.529 12.417 9.277
C 19.741 9.536 16.974
H 20.026 6.023 16.250
H 19.776 10.654 13.264
H 16.605 14.006 8.151
H 26.929 16.707 15.180
O 21.917 11.694 13.307
H 12.483 13.128 14.038
O 14.968 8.138 16.379
C 16.592 5.776 16.239
C 15.567 12.109 16.070
C 27.820 9.953 18.160
C 26.029 15.889 16.928
H 27.303 10.270 20.223
C 18.725 9.495 14.762
H 15.407 5.569 18.067
O 20.022 9.825 7.177
C 20.204 9.643 20.905
N 11.890 12.977 16.578
H 21.646 10.285 17.127
O 19.289 5.882 13.893
C 11.143 9.197 17.687
H 29.889 10.946 18.274
H 28.543 12.023 18.723
H 25.072 14.819 18.571
H 11.863 10.185 20.802
H 23.163 11.017 9.565
H 14.220 9.553 20.035
N 24.801 16.248 13.429
C 25.589 7.423 13.720
C 21.172 10.290 10.412
H 22.977 5.948 12.098
C 26.077 16.185 15.589
C 25.022 15.078 17.524
C 26.078 11.987 13.947
H 19.780 9.136 17.977
H 22.417 8.474 10.621
H 19.629 5.856 18.614
C 12.093 9.718 19.856
H 14.607 12.561 12.809
C 13.228 12.727 15.914
C 26.794 13.295 12.024
H 14.294 12.437 17.761
C 20.863 10.614 15.119
H 17.918 9.254 14.086
C 24.823 6.731 12.736
H 25.180 11.968 11.935
C 17.120 12.955 10.645
C 23.471 6.492 12.890
H 21.792 6.911 14.077
H 26.941 12.402 15.870
O 20.404 9.669 9.416
C 27.306 9.486 19.465
N 27.069 7.465 13.613
H 20.358 8.649 21.300
O 29.112 13.745 16.174
O 25.973 9.173 19.216
O 11.785 13.059 17.747
H 26.885 16.152 17.532
H 23.241 13.886 17.160
C 13.387 12.819 14.541
C 24.895 7.963 14.781
C 14.373 12.379 16.685
H 21.958 12.224 9.961
O 17.377 11.049 9.471
H 18.535 12.586 8.892
O 27.638 7.144 12.602
O 17.772 9.629 11.192
H 25.355 6.320 11.890
C 25.934 12.351 12.606
C 16.628 12.917 8.155
O 29.599 15.013 14.479
H 28.502 14.511 12.350
C 18.762 5.775 17.976
C 19.021 5.928 16.635
C 28.847 11.199 18.076
C 26.952 12.633 14.815
O 15.887 8.571 18.287
H 27.828 8.564 19.721
H 10.273 9.177 17.047
C 20.845 10.158 16.415
C 13.526 8.962 18.034
N 28.892 14.140 15.008
C 18.995 10.168 20.550
H 20.196 13.032 19.141
C 14.597 12.542 13.889
C 27.863 13.501 14.179
C 19.785 10.298 14.284
H 18.033 11.874 19.766
N 17.690 9.466 20.788
C 10.950 9.661 19.004
C 24.961 15.827 14.824
N 14.857 8.563 17.533
O 17.765 8.346 21.271
C 12.419 8.900 17.200
H 25.370 8.585 15.526
O 25.812 16.532 12.839
C 21.352 11.512 19.995
H 17.290 5.596 19.538
H 12.462 8.476 16.208
C 17.499 5.719 18.486
H 15.592 12.708 8.420
H 16.661 11.827 14.267
C 23.518 7.872 14.932
C 21.378 10.231 20.560
C 22.090 11.201 9.608
C 20.657 10.094 8.185
O 22.939 11.708 15.182
*
```

No. 2
ORCA calculation (ωB97M-V with the def2-TZVPD basis set) on a molecular structure, C34H59BrNP3Re.

LUMO level (alpha / beta) (eV): -14.5 / -15.1
E (a.u.): -5060.2475
HOMO-LUMO gap (alpha / beta) (hartree): 0.1928 / 0.1716

```
! wB97M-V def2-TZVPD RIJCOSX def2/J DEFGRID3
* xyz 4 4
H -0.147 -2.802 0.862
C 2.206 -1.774 -0.468
C -2.696 3.335 -0.845
C -4.056 0.990 0.020
H 2.474 1.084 1.198
C -2.674 -1.508 -4.416
H -3.954 -3.083 -2.375
H -3.373 -2.257 -4.030
H 0.893 1.131 5.187
Br -4.099 1.817 2.782
H 1.175 -0.624 5.396
H 3.767 -0.446 3.398
H 2.968 1.980 -2.467
H -4.505 -3.202 -0.699
H -4.612 0.126 0.392
H 2.528 0.497 5.336
H 3.608 -3.195 -1.233
C 2.799 -0.885 3.112
H -0.668 -1.828 5.063
N 2.196 5.212 -2.481
H -4.411 0.748 -2.127
H 2.841 1.176 -4.029
H 0.096 2.565 3.925
C -0.631 2.378 3.118
C -3.945 -2.572 -1.406
H 4.811 1.350 0.606
H -2.246 4.235 -1.282
H -0.169 2.651 2.158
H -1.498 -1.890 2.697
C 3.257 -2.186 -1.493
H 3.832 0.445 -2.763
C -2.697 2.075 -1.518
C 2.301 4.876 -1.199
H 2.001 1.110 2.996
C -0.226 2.097 -0.931
H -2.091 -0.552 4.398
H -2.049 -3.372 -0.689
H 0.089 -2.086 -3.629
C -0.784 -3.980 -3.104
C 1.477 3.885 -0.632
H -1.900 -2.028 -4.995
C -1.412 1.548 -1.396
C -3.809 1.199 -1.331
H -1.217 -0.057 -3.761
C -2.050 -0.634 -3.328
H 0.680 -2.742 -2.126
C -1.113 0.929 3.127
H 1.243 -3.080 1.952
C 0.492 3.571 -2.830
H 0.897 -2.545 4.545
C -0.228 -2.615 -2.720
H 4.623 0.563 -0.957
H -3.034 4.069 1.184
H -1.917 0.843 2.370
H 2.630 -1.845 0.541
H 1.374 -2.492 -0.472
H -3.231 -0.859 -5.107
C 0.148 -3.004 1.900
H -1.615 -3.896 -3.812
C 4.231 0.587 0.066
C -0.410 -1.962 2.872
H -2.537 1.118 4.707
H 4.437 -0.375 0.549
H 1.290 4.927 -4.338
H 4.131 -1.525 -1.482
H 2.870 -1.148 2.053
H 3.052 5.367 -0.577
H -0.235 3.113 -3.509
H 2.862 -2.229 -2.512
C -3.552 1.973 0.883
H 2.637 1.999 -0.285
C 1.650 0.244 -2.506
C -2.533 -2.398 -0.852
H 2.684 -1.815 3.685
C 1.535 0.292 4.916
H -0.966 0.550 5.281
P 0.133 -0.219 2.425
C 0.578 3.196 -1.472
C 2.901 0.995 -2.945
C 1.694 0.131 3.399
H 1.560 -0.711 -3.035
H -2.742 0.112 -2.948
H 1.496 3.683 0.444
H -4.470 -1.613 -1.500
H 0.767 0.826 -2.806
C -3.102 3.242 0.476
H -2.585 -1.899 0.132
C 2.761 0.995 0.137
H -0.610 -3.452 4.384
H -1.497 3.038 3.260
C 1.326 4.609 -3.287
C -0.171 -2.445 4.309
H 0.026 -4.539 -3.597
H -0.258 -3.989 2.168
H -1.121 -4.551 -2.231
C -1.691 0.467 4.466
P 1.458 -0.076 -0.667
Re -0.626 0.449 0.142
P -1.321 -1.413 -1.819
*
```

No. 3
ORCA calculation (ωB97M-V with the def2-TZVPD basis set) on 2 unconnected molecules or ions with the total composition C4H3FN2O2.

LUMO level (eV): -0.4
E (a.u.): -513.9045
HOMO-LUMO gap (hartree): 0.3236

```
! wB97M-V def2-TZVPD RIJCOSX def2/J DEFGRID3
* xyz 0 1
F -1.827 -2.944 -0.178
N -0.721 -2.263 -0.719
C 0.449 1.317 1.061
C -1.122 -0.576 0.382
O 1.552 1.845 0.465
O -2.007 -0.771 1.136
H 0.176 1.446 2.044
C 1.694 1.204 -0.690
C -0.077 0.399 0.113
H 2.422 1.608 -1.219
N 0.725 0.402 -0.987
H -1.264 -1.668 -1.409
*
```

No. 4
ORCA calculation (ωB97M-V with the def2-TZVPD basis set) on a molecular structure, C17H8F7IrN3O2S.

LUMO level (eV): 2.2
E (a.u.): -2168.9990
ΔE to the lowest compared entry with this formula, charge and spin (kJ/mol): 15.24
HOMO-LUMO gap (hartree): 0.2689

```
! wB97M-V def2-TZVPD RIJCOSX def2/J DEFGRID3
* xyz -1 1
C -0.807 2.945 2.599
C -1.145 3.978 4.723
H -2.723 2.251 -2.474
N 2.352 -7.107 -4.884
F 2.756 0.867 -0.060
F -1.241 5.071 5.489
F 2.037 2.151 1.580
C 0.130 -0.709 -0.584
H 1.994 -6.017 -1.604
C -0.719 2.628 -2.218
C 2.032 -6.193 -4.263
C 1.284 -4.011 -1.349
C 0.469 -1.691 -1.214
H 1.312 -4.048 -0.269
C 1.216 -3.883 -4.124
H 1.961 0.152 1.611
C 1.766 0.955 0.895
F -1.368 0.402 5.063
H -2.595 0.459 -0.792
C -1.208 1.594 4.476
C 0.828 -2.791 -3.375
F -0.561 3.124 1.274
C -0.974 1.663 3.102
Ir -0.081 1.044 0.167
H 0.507 -1.879 -3.860
C 0.853 -2.832 -1.973
O -0.694 3.360 -3.191
S -0.943 0.198 2.135
C -0.894 4.088 3.369
F -1.546 2.597 6.584
O 0.234 2.407 -1.379
C 1.632 -5.053 -3.487
H -2.644 1.958 -0.077
F -0.745 5.294 2.816
C 1.665 -5.110 -2.094
N -2.122 1.351 -0.705
H 1.200 -3.841 -5.205
C -1.301 2.717 5.274
N -1.916 1.911 -1.976
*
```

No. 5
ORCA calculation (ωB97M-V with the def2-TZVPD basis set) on 2 unconnected molecules or ions with the total composition C4H11N3O.

LUMO level (eV): 0.6
E (a.u.): -398.4157
ΔE to the lowest compared entry with this formula, charge and spin (kJ/mol): 363.42
HOMO-LUMO gap (hartree): 0.2639

```
! wB97M-V def2-TZVPD RIJCOSX def2/J DEFGRID3
* xyz 0 1
N 0.252 -1.910 -0.799
H 2.056 -0.103 0.389
C 1.830 0.236 1.406
H -1.983 -0.718 -2.541
H 0.415 -2.150 0.188
H 2.398 -0.363 2.113
C -0.620 -0.974 -0.894
C -0.552 0.628 0.951
N 0.412 0.075 1.692
H 2.131 1.278 1.536
N -0.334 1.797 0.317
H -0.304 -1.025 -3.055
H -0.796 0.563 -2.409
H 0.119 -0.786 2.129
O -1.822 0.263 1.185
H -1.780 -0.417 0.382
C -0.931 -0.522 -2.310
H -1.087 2.095 -0.283
H 0.594 2.032 0.002
*
```

No. 6
ORCA calculation (ωB97M-V with the def2-TZVPD basis set) on a molecular structure, C2H2IrO2P.

LUMO level (alpha / beta) (eV): -11.5 / -13.6
E (a.u.): -672.5369
ΔE to the lowest compared entry with this formula, charge and spin (kJ/mol): 156.53
HOMO-LUMO gap (alpha / beta) (hartree): 0.3177 / 0.2882

```
! wB97M-V def2-TZVPD RIJCOSX def2/J DEFGRID3
* xyz 2 5
H 0.703 -1.408 1.043
C -0.637 0.178 0.604
O 0.376 1.107 0.849
H -0.537 -1.899 -0.093
C 0.022 -1.029 0.260
P 1.379 1.502 -0.453
O 0.554 0.493 -1.411
Ir -1.861 1.055 -0.798
*
```

What F_max values result from the calculations? In sequence: 4.781 4.538 4.808 1.384 0.513 4.707 eV Å⁻¹.